No. 1
The following is a DFT calculation (ωB97M-V/def2-TZVPD) of a 8-piece molecular cluster, C30H76B3F12N5O5 overall.

Summary:
Total energy in Eh: -3111.58854
Total charge: +2

```
131
Properties=species:S:1:pos:R:3:forces:R:3:mulliken_charge:R:1
C 4.563531 -0.795494 0.822330 0.05 0.39 -0.21 -1.258
C 3.930394 0.168033 -0.175232 -0.29 -0.93 0.04 0.024
N 4.890443 0.781797 -1.131985 0.54 1.07 0.47 0.490
C 5.946761 1.503885 -0.371501 1.38 -0.95 -0.32 -1.170
C 5.551602 -0.259767 -1.966952 -0.48 -0.65 -1.03 -0.310
C 6.280275 0.317282 -3.180269 0.23 -0.46 0.50 -1.412
C 4.179129 1.849877 -1.928940 0.41 -0.55 0.79 -1.107
C 2.948868 1.385313 -2.628740 -0.37 -0.15 -0.54 -0.105
O 3.309654 0.498243 -3.671091 -0.23 1.13 -0.25 -0.336
C 2.144868 -0.015174 -4.345720 0.86 -0.20 -0.05 -0.587
H 3.780732 -1.243652 1.442901 0.23 0.16 -0.07 0.003
H 5.295902 -0.246374 1.398620 -0.01 -0.14 0.66 0.447
H 5.077227 -1.626693 0.341165 -0.26 -0.07 -0.11 0.378
H 3.399357 1.012073 0.286709 0.05 -0.34 0.08 0.144
H 3.263088 -0.413610 -0.799051 -0.43 0.01 0.06 0.251
H 5.545718 2.157832 0.388804 -0.20 0.34 -0.14 0.388
H 6.626687 1.967230 -1.100487 -0.51 0.36 0.48 0.420
H 6.559218 0.738807 0.115192 -0.16 0.25 0.08 0.481
H 4.723561 -0.904043 -2.290993 0.51 -0.14 0.11 0.376
H 6.228468 -0.799921 -1.297560 -0.21 0.00 -0.33 0.560
H 7.041146 1.005764 -2.813413 0.13 0.13 -0.47 0.383
H 5.611884 0.773208 -3.912344 0.17 -0.06 0.22 0.276
H 6.796207 -0.510690 -3.675115 -0.04 0.14 0.10 0.443
H 4.910639 2.257584 -2.621696 -0.16 0.22 0.10 0.528
H 3.934708 2.544317 -1.126139 -0.20 0.50 -0.44 0.488
H 2.488763 2.314889 -3.006448 -0.15 -0.28 -0.21 0.704
H 2.227365 0.907693 -1.939842 0.11 0.18 -0.23 -0.142
H 1.663148 -0.491762 -3.488050 -0.97 -0.52 -0.83 0.142
H 2.553911 -0.721093 -5.122212 -0.75 0.59 0.94 0.309
H 1.511589 0.772598 -4.839259 0.62 -0.57 0.59 0.240
C 0.230697 -1.333983 7.877129 0.00 0.41 0.20 -1.217
C 0.083038 -0.128872 6.964260 -0.21 -0.97 -0.29 -0.399
N -0.074921 -0.579300 5.494683 0.37 -0.73 0.77 0.631
C -1.356608 -1.334908 5.180264 0.23 0.03 0.32 -0.967
C -0.041313 0.599763 4.667155 -0.64 1.53 -0.70 -0.099
C -1.124262 1.646402 4.937913 0.16 0.20 -0.46 -1.146
C 1.110093 -1.413117 5.076534 0.51 -1.83 1.30 -0.674
C 1.326489 -1.756135 3.612965 -0.58 0.16 -0.64 -1.030
O 0.210119 -2.358025 2.990551 0.10 0.96 -0.73 0.191
C 0.126397 -3.779416 3.004739 0.03 -0.28 0.72 -0.666
H -0.608653 -2.016901 7.741561 0.23 -0.16 0.11 0.356
H 0.217254 -0.979072 8.901577 -0.23 0.08 0.21 0.429
H 1.204493 -1.824344 7.787909 -0.32 -0.09 -0.28 0.336
H 0.956719 0.516972 7.038761 0.08 -0.01 -0.35 0.319
H -0.792527 0.485028 7.185870 0.03 -0.35 0.04 0.357
H -2.223143 -0.822248 5.608435 0.31 -0.04 -0.15 0.376
H -1.329721 -2.374165 5.511231 0.24 0.27 0.28 0.339
H -1.336074 -1.367400 4.099649 -0.57 -0.06 -0.11 0.377
H -0.191206 0.264467 3.641486 0.31 0.08 -0.06 -0.101
H 0.961384 1.037722 4.785844 -0.35 0.00 -0.18 0.422
H -0.929409 2.340942 4.121236 -0.17 0.53 0.26 0.114
H -1.068197 2.141116 5.905507 0.22 0.12 -0.14 0.486
H -2.165139 1.343738 4.788173 0.29 -0.44 0.04 0.291
H 1.002662 -2.381547 5.592571 -0.22 0.33 -0.10 0.438
H 2.033920 -1.019222 5.529738 -0.39 0.42 -0.34 0.501
H 2.210741 -2.395627 3.589266 0.07 -0.12 -0.08 0.579
H 1.539707 -0.869102 3.013558 0.18 0.04 0.04 0.121
H 1.086176 -4.227769 2.686656 -0.54 0.06 0.21 0.198
H -0.718735 -4.133486 2.402160 0.39 0.48 -0.28 0.071
H -0.178642 -3.999312 4.029226 0.45 -0.85 0.20 0.339
C -3.008346 5.716315 -1.015691 -0.10 -0.38 -1.20 -1.662
C -2.477349 4.287309 -1.158923 -0.18 0.56 0.62 -0.390
N -1.042761 4.156250 -0.743718 -0.49 0.47 -0.02 1.335
C -0.754272 2.750618 -0.951871 0.20 -1.51 0.38 -1.002
C -0.226161 5.003041 -1.632025 1.12 -0.67 0.06 -0.436
C 1.285841 4.879587 -1.368547 -0.21 -0.07 -0.41 -1.345
C -0.810317 4.496996 0.700731 0.39 0.21 -0.47 -0.672
C -1.936837 4.171836 1.651229 0.67 -0.83 0.11 -1.335
O -2.157177 2.738637 1.727041 0.34 1.56 -0.61 0.351
C -3.445374 2.532519 2.257339 -0.13 -0.67 0.95 -1.220
H -2.622863 6.356776 -1.807988 0.07 0.08 0.07 0.447
H -2.857091 6.218972 -0.063590 0.07 -0.25 0.08 0.343
H -4.069539 5.651234 -1.219824 -0.33 0.10 0.17 0.481
H -2.490305 3.851493 -2.169010 -0.46 0.51 0.23 0.585
H -2.994087 3.594938 -0.501712 -0.34 -0.06 -0.19 0.226
H 0.244203 2.518987 -0.579027 -0.08 -0.11 -0.32 0.110
H -0.944164 2.409640 -1.977466 0.26 0.29 0.22 0.370
H -1.486297 2.282344 -0.307800 0.16 -0.70 -0.05 0.100
H -0.545071 6.030968 -1.518685 0.00 0.12 -0.01 0.511
H -0.500599 4.625635 -2.615530 0.30 0.37 -0.28 0.399
H 1.586922 5.111512 -0.350938 -0.16 0.41 0.05 0.357
H 1.710726 5.603692 -2.053174 0.48 0.14 0.07 0.523
H 1.755206 3.908585 -1.579917 -0.56 0.16 -0.23 0.104
H -0.614377 5.577787 0.694363 -0.05 -0.29 0.42 0.463
H 0.107930 3.953433 0.968663 -0.33 0.35 0.14 0.410
H -2.851514 4.713084 1.366334 0.23 -0.29 0.42 0.463
H -1.533877 4.505930 2.621457 -0.61 0.15 -0.04 0.512
H -3.507781 1.495127 2.567147 -0.13 -0.26 -0.35 0.200
H -4.245863 2.760690 1.546515 0.09 0.12 0.17 0.368
H -3.510634 3.072575 3.203644 -0.48 0.42 -0.11 0.490
C -0.835869 -2.393268 -1.881640 0.94 1.14 0.30 -1.664
C -0.868069 -1.172422 -0.951787 1.94 -0.22 -1.46 0.369
O 0.022016 -0.362278 -0.751295 -1.69 -1.33 -0.17 -0.210
N -2.184016 -0.981956 -0.367971 0.89 1.30 3.09 1.552
H -2.582822 -0.178186 -0.840091 -0.91 0.28 -0.41 -0.516
H -2.754039 -1.815249 -0.402537 -0.93 -0.62 -0.40 0.196
C -2.035344 -0.548640 1.157605 -0.87 -0.67 -1.48 -1.121
H 0.188678 -2.580191 -2.211137 -0.08 0.01 0.26 0.413
H -1.445917 -2.180283 -2.759562 -0.23 0.28 0.19 0.310
H -1.235920 -3.261509 -1.387765 -0.21 -0.37 0.33 0.603
H -1.661140 -1.450389 1.631148 0.86 0.29 0.14 0.248
H -3.034864 -0.456494 1.609659 0.26 0.37 -0.79 0.447
H -1.434139 0.371626 1.100836 -0.15 -0.68 0.57 0.399
C -2.474758 -3.667811 -4.705763 0.22 -0.28 -0.15 -1.091
C -2.800683 -4.487118 -5.928578 1.74 0.05 -0.79 0.374
O -2.114793 -5.087814 -6.701942 -0.70 0.70 1.33 -0.415
N -4.273464 -4.396523 -6.283126 0.05 -1.10 -0.41 -0.163
H -4.670484 -5.002301 -5.557354 -0.75 0.31 -0.13 0.373
H -4.594354 -3.432477 -6.179903 -0.23 -0.13 0.27 0.408
C -4.571580 -4.899343 -7.691926 1.11 1.01 -0.14 -0.785
H -1.427757 -3.764073 -4.397233 -0.28 -0.11 -0.42 0.398
H -3.096703 -3.898187 -3.839700 -0.20 -0.19 -0.05 0.497
H -2.698708 -2.630338 -4.966481 0.11 0.14 0.04 0.430
H -5.626633 -4.706622 -7.870511 0.11 -0.42 -0.15 0.331
H -4.174172 -5.905195 -7.872674 -0.66 0.14 0.57 0.328
H -3.923497 -4.266986 -8.328128 -0.67 -0.15 0.14 0.366
B 3.113367 -4.305917 -0.150033 0.46 -0.65 -0.33 0.423
F 3.907991 -3.673796 -1.187839 -0.58 -0.18 0.71 -0.385
F 3.148604 -5.729628 -0.311653 -0.11 1.72 0.24 -0.340
F 3.638232 -3.908028 1.118832 -0.14 -0.12 -0.37 -0.425
F 1.783784 -3.807528 -0.221164 0.18 -0.07 -0.15 -0.180
B -3.733842 0.687300 -2.597835 -0.13 0.09 -0.42 0.194
F -4.327483 1.534633 -3.546250 0.28 -0.69 1.02 -0.339
F -3.802069 1.213168 -1.240810 -0.26 -0.20 -0.44 -0.320
F -4.207178 -0.648480 -2.625072 0.22 1.02 0.03 -0.325
F -2.322645 0.648656 -2.826124 0.34 -0.14 -0.17 -0.321
B -4.033804 -3.636182 0.648722 -0.78 -0.62 0.36 0.261
F -2.918080 -4.115534 1.417506 -0.76 0.65 -0.69 -0.359
F -5.165960 -4.476448 0.788811 1.32 1.10 -0.03 -0.334
F -4.307860 -2.259458 1.034836 0.27 -0.92 -0.07 -0.376
F -3.668414 -3.555645 -0.742393 0.38 0.14 0.39 -0.357
```
Positions in Å, forces in eV/Å.

No. 2
The following is a DFT calculation (ωB97M-V/def2-TZVPD) of a 6-piece molecular cluster, C30H76N4O6S2 overall.

Summary:
SMILES: CCOS(C)(=O)=O.CCOS(C)(=O)=O.CCN(CC)CC.CCN(CC)CC.CCN(CC)CC.CCN(CC)CC
Energy above the lowest of the compared OMol25 structures with the same formula, charge and spin in kcal/mol: 9.8

```
118
Properties=species:S:1:pos:R:3:forces:R:3:mulliken_charge:R:1
C 0.593340 -4.200956 -11.047181 -0.73 -0.40 -0.82 -0.977
C 1.510129 -4.546140 -9.879486 -0.97 -0.03 -1.12 -0.228
O 0.826663 -4.342707 -8.649051 0.00 2.54 1.02 -0.324
S 0.479380 -2.752589 -8.134604 -0.86 -1.62 3.16 1.044
C -1.384719 -2.837821 -8.221565 -0.01 0.23 -0.05 -0.896
O 0.885598 -2.777551 -6.683054 -1.00 0.42 -4.36 -0.587
O 0.859263 -1.684298 -9.044701 0.13 -1.72 0.94 -0.537
H 1.136077 -4.214447 -11.992360 0.09 0.19 0.03 0.327
H -0.033468 -3.310234 -11.004431 0.87 0.63 0.36 0.267
H -0.213082 -4.922857 -11.176193 0.25 -0.68 0.22 0.323
H 1.654930 -5.626142 -9.906494 0.29 0.06 0.13 0.297
H 2.478871 -4.055285 -9.972765 -0.10 0.21 0.44 0.294
H -1.728826 -1.812503 -8.085892 0.27 0.09 -0.15 0.337
H -1.959914 -3.430762 -7.510462 1.03 -0.21 0.63 0.360
H -1.774223 -3.225047 -9.163073 0.74 0.30 -0.41 0.300
C 0.033539 2.383306 4.371482 -0.37 0.63 -0.08 -1.208
C 0.412428 2.494747 2.850926 -1.50 -0.64 1.60 -0.172
O 1.819986 2.309362 2.809243 1.95 0.21 -1.21 -0.253
S 2.557251 2.438046 1.358426 -0.20 -1.49 -2.93 1.116
C 2.052654 0.856758 0.400432 -0.26 0.52 0.22 -0.985
O 1.816486 3.427354 0.567782 1.49 -0.49 1.65 -0.611
O 4.034979 2.414873 1.441674 -3.56 0.45 0.80 -0.568
H 0.706629 2.974088 4.992790 0.16 0.20 -0.31 0.320
H -0.043120 1.434445 4.902422 0.52 -0.58 -0.88 0.325
H -0.960487 2.786017 4.566019 -0.10 0.36 -0.43 0.369
H -0.105413 1.742107 2.256392 0.19 -0.42 0.05 0.315
H 0.045311 3.427778 2.423405 0.68 0.32 0.25 0.322
H 2.872821 0.574711 -0.259784 0.24 0.07 0.48 0.350
H 1.222494 1.094167 -0.264840 0.09 0.71 0.15 0.357
H 1.652059 0.001992 0.945390 0.68 0.14 0.65 0.322
C -9.177602 5.518190 8.843918 0.57 0.51 -0.89 -1.258
C -10.412801 4.804577 8.244166 2.31 -0.89 1.34 -0.496
N -11.561673 5.555867 8.534646 -2.63 -0.86 -1.17 0.195
C -11.646151 6.803201 7.809599 -1.27 1.51 1.04 -0.646
C -11.978333 7.837158 8.883024 0.95 1.79 0.71 -1.267
C -12.829397 4.799573 8.247936 0.36 -0.51 2.39 -0.476
C -13.087896 3.621602 9.198600 1.08 -1.51 -0.18 -1.416
H -8.926120 6.409550 8.269187 -0.46 0.55 0.26 0.297
H -8.203882 5.033667 8.771731 -0.29 -0.94 -0.03 0.421
H -9.323183 5.755440 9.897773 -0.24 0.13 -0.15 0.303
H -10.293394 4.539212 7.193724 0.18 0.01 -0.38 0.348
H -10.425935 3.886359 8.831366 -0.45 -0.35 -0.29 0.324
H -10.821646 7.069718 7.148343 0.50 -0.12 0.53 0.426
H -12.501639 6.888427 7.139544 -0.21 -0.77 -0.29 0.400
H -12.543954 7.540692 9.766360 -0.87 -0.83 -0.74 0.335
H -11.130141 8.176965 9.477328 0.85 0.00 -0.51 0.324
H -12.403436 8.762108 8.493358 -0.21 0.00 -0.16 0.385
H -12.883290 4.350035 7.256417 0.11 0.45 -0.46 0.315
H -13.709004 5.405696 8.464757 0.35 0.75 -0.62 0.375
H -12.402045 2.798142 8.999549 -0.05 -0.35 -0.86 0.355
H -14.091888 3.239680 9.013559 -0.02 0.01 0.19 0.368
H -12.859152 3.612171 10.264286 -0.57 1.43 0.26 0.389
C 7.254836 -4.654923 -5.135329 0.75 -0.35 -1.20 -1.304
C 7.677200 -5.385339 -3.872149 -1.04 -0.41 -0.29 -0.498
N 8.032173 -6.794089 -4.159410 0.66 -0.74 0.51 0.107
C 6.866276 -7.676866 -4.357184 -0.27 0.13 0.14 -0.634
C 7.160664 -8.919347 -5.185183 0.21 0.48 -0.21 -1.310
C 8.845643 -7.296400 -2.987108 0.04 1.91 -0.74 -0.413
C 10.297696 -6.888447 -3.057530 1.26 -0.04 -0.51 -1.336
H 6.507728 -5.207154 -5.705394 -0.37 0.05 0.34 0.268
H 8.098973 -4.681240 -5.824408 0.31 0.06 -0.01 0.327
H 6.972123 -3.602678 -5.104268 -0.19 -0.13 0.68 0.394
H 8.487418 -4.857044 -3.369599 0.16 -0.23 -0.17 0.452
H 6.840271 -5.419640 -3.174669 -0.25 0.28 0.42 0.344
H 6.412969 -7.982259 -3.414124 0.22 -0.15 0.65 0.358
H 6.000401 -7.191460 -4.807447 0.43 0.65 -0.42 0.508
H 6.213327 -9.323378 -5.542140 0.07 -0.34 0.16 0.393
H 7.731911 -8.623858 -6.065221 0.07 -0.04 -0.03 0.334
H 7.738312 -9.665410 -4.639448 -0.12 -0.08 -0.03 0.281
H 8.830565 -8.373243 -2.819000 -0.62 0.13 -0.14 0.416
H 8.480902 -6.689572 -2.158351 -0.51 -0.82 0.80 0.302
H 10.835166 -7.372508 -3.872949 -0.05 -0.33 0.00 0.335
H 10.809733 -7.125473 -2.124927 -0.05 -0.33 0.09 0.395
H 10.547967 -5.837851 -3.204879 -0.72 0.28 -0.03 0.284
C -4.387787 8.107490 -3.418202 0.26 0.53 -0.10 -1.274
C -4.730091 7.067813 -4.462097 0.94 -0.44 0.03 -0.436
N -3.629771 6.597504 -5.301901 0.84 0.11 -1.27 0.029
C -2.694344 5.648702 -4.665048 -1.48 -0.67 0.30 -0.333
C -1.513696 5.147214 -5.477763 0.14 0.65 -0.66 -1.333
C -4.118579 6.114768 -6.614907 0.16 0.11 0.07 -0.793
C -5.059859 4.885697 -6.705451 -0.25 0.83 0.68 -1.020
H -5.330509 8.368040 -2.937067 0.15 -0.09 0.49 0.368
H -4.084935 9.017917 -3.935410 0.17 0.04 -0.09 0.314
H -3.592377 7.891708 -2.704857 -0.25 -0.33 0.11 0.341
H -5.157252 6.165629 -4.024255 -0.80 0.07 0.34 0.356
H -5.438375 7.642306 -5.059086 -0.24 -0.78 -0.51 0.354
H -2.418836 6.003537 -3.671931 0.36 0.43 -0.22 0.373
H -3.271265 4.754603 -4.428690 -0.31 -0.55 0.27 0.284
H -0.890618 4.449745 -4.917931 0.07 0.37 0.29 0.391
H -1.773497 4.588325 -6.376789 -0.52 -0.05 0.07 0.292
H -0.947481 5.992924 -5.868008 0.41 0.00 0.28 0.333
H -3.278493 5.888215 -7.271437 0.27 0.21 0.26 0.402
H -4.607173 6.978279 -7.066264 -0.15 -0.05 -0.13 0.424
H -4.803775 4.099318 -5.995432 0.30 -0.20 -0.31 0.261
H -5.080072 4.541332 -7.739422 0.08 -0.25 0.15 0.362
H -6.076419 5.174178 -6.438077 -0.13 0.03 -0.05 0.309
C 3.819735 -3.500203 5.435920 -0.27 -0.87 -0.87 -1.326
C 5.116156 -3.754149 6.176739 -0.26 0.48 0.03 -0.420
N 6.266607 -3.980005 5.315585 -0.70 1.48 -0.89 0.172
C 6.885139 -2.721039 4.905977 -0.73 -0.40 0.63 -0.757
C 7.748398 -2.087959 6.013397 0.00 0.50 -1.60 -0.927
C 7.278319 -4.819090 5.870924 -0.54 -0.46 -0.06 -0.566
C 6.940902 -6.179918 5.420218 -0.51 -1.23 0.44 -1.289
H 3.595662 -4.428985 4.911285 -0.07 -0.01 -0.36 0.307
H 3.867311 -2.716278 4.680071 0.06 0.14 0.17 0.279
H 2.950567 -3.360035 6.078576 0.25 0.38 0.28 0.394
H 5.313131 -2.871961 6.785859 0.06 -0.07 0.70 0.239
H 4.903221 -4.628550 6.791715 0.47 0.03 0.28 0.449
H 6.106639 -2.034412 4.573439 -0.03 0.09 0.02 0.318
H 7.468833 -2.976363 4.021564 0.37 0.35 0.04 0.402
H 8.592034 -2.751481 6.203409 0.01 0.45 0.33 0.293
H 7.234946 -1.774432 6.922330 -0.07 -0.29 -0.10 0.290
H 8.072274 -1.193662 5.481009 0.62 0.31 0.57 0.382
H 8.247230 -4.547854 5.451695 0.08 0.10 0.56 0.473
H 7.188655 -4.797391 6.957017 0.88 0.25 0.36 0.300
H 7.483127 -6.896931 6.036653 0.24 -0.49 -0.58 0.395
H 5.884216 -6.316077 5.650379 -0.11 -0.32 -0.10 0.266
H 7.044769 -6.248729 4.337360 0.26 -0.42 0.15 0.325
```
Positions in Å, forces in eV/Å.